DFT (ωB97M-V/def2-TZVPD) results for C10H28BF3NaO8 as an isolated structure in a non-equilibrium geometry.

Calculated values
Gap between HOMO and LUMO ... 5.5 eV
Highest occupied orbital energy ... -4.19 eV
Total charge ... -1
Electronic energy ... -40443.9055 eV

Geometry as XYZ:
```
51
Properties=species:S:1:pos:R:3:forces:R:3
Na 0.251 -0.265 -1.118 -0.86 -0.20 -0.57
B -0.283 -1.123 -4.935 0.06 -0.13 0.09
H 0.493 -0.403 -4.722 3.61 3.05 1.04
H -0.837 -1.347 -4.037 -2.38 -0.94 3.74
H -0.900 -0.669 -5.695 -2.70 1.87 -2.81
H 0.128 -2.021 -5.370 1.85 -3.68 -1.52
C -4.133 0.576 -0.479 3.54 -2.68 -1.94
O -3.230 1.545 -1.085 -0.51 2.37 -0.73
O -3.294 -0.562 -0.399 -2.38 2.06 1.64
C -4.836 1.268 0.734 1.35 -0.80 -0.67
F -5.882 1.992 0.328 -0.40 1.05 -0.55
F -5.377 0.401 1.582 0.21 -0.64 0.85
F -3.997 2.090 1.407 -0.37 -0.16 0.27
C -3.651 2.293 -2.281 1.10 -0.59 1.46
C -2.614 3.380 -2.563 -0.56 -0.29 0.32
H -2.838 3.805 -3.541 0.29 -0.06 -0.17
H -2.684 4.197 -1.846 0.15 -0.09 0.20
H -1.628 2.916 -2.531 0.08 0.25 -0.18
H -4.615 2.777 -2.123 -0.29 -0.35 -0.22
H -3.591 1.595 -3.116 -0.66 -0.08 -0.12
H -4.908 0.400 -1.224 -0.72 -0.03 -0.01
C 4.761 0.257 -2.780 0.02 -1.93 -0.49
C 4.841 -1.285 -3.016 0.24 1.40 -1.45
O 3.576 -1.925 -3.013 0.77 0.15 0.45
O 4.232 0.521 -1.526 -0.13 0.89 1.08
H 4.113 0.699 -3.536 -0.17 -0.23 -0.40
H 5.730 0.742 -2.900 0.42 -0.30 -0.03
H 5.592 -1.870 -2.487 -0.48 0.32 0.98
H 5.315 -1.258 -3.997 -0.27 -0.51 -0.75
H 3.108 -1.689 -3.818 -0.34 0.05 -0.20
H 4.462 1.449 -1.438 -0.42 0.20 0.83
C -1.307 -4.244 4.412 -0.08 0.86 1.52
C -0.648 -2.983 3.880 -0.39 -0.37 -1.03
O -0.364 -3.152 2.472 0.13 -0.22 0.40
O -0.467 -5.358 4.381 0.12 -0.61 -0.49
H -2.318 -4.359 4.019 0.06 -0.43 -0.76
H -1.500 -4.148 5.480 0.00 0.50 0.22
H 0.286 -2.777 4.404 -0.12 0.16 -0.04
H -1.356 -2.156 3.835 0.10 0.27 1.22
H -1.225 -2.925 2.113 0.08 -0.10 -0.90
H -0.216 -5.536 3.472 0.06 0.05 -0.25
C 2.544 1.291 4.017 -1.40 1.26 -1.39
C 2.049 2.545 3.179 1.51 2.19 2.06
O 1.105 2.446 2.163 -0.44 -1.92 -0.70
O 3.273 0.338 3.300 -0.11 -0.01 -0.42
H 1.588 0.912 4.378 0.05 -0.57 0.43
H 3.178 1.597 4.849 -0.27 0.39 -0.08
H 2.846 3.224 2.876 0.98 -0.69 -0.67
H 1.682 3.234 3.940 -0.72 -0.29 0.73
H 0.755 3.296 1.884 0.19 0.06 0.32
H 2.791 0.269 2.473 0.22 -0.48 -0.31
```
Positions in Å, forces in eV/Å.